No. 1
{"formula": "C62H61Br8N9O18", "method": "ωB97M-V with the def2-TZVPD basis set", "elements": ["Br", "C", "C", "Br", "H", "H", "H", "H", "Br", "C", "C", "Br", "H", "H", "H", "H", "Br", "C", "C", "Br", "H", "H", "H", "H", "Br", "C", "C", "Br", "H", "H", "H", "H", "C", "C", "C", "C", "C", "C", "N", "O", "O", "H", "H", "H", "H", "H", "C", "C", "C", "C", "C", "C", "N", "O", "O", "H", "H", "H", "H", "H", "C", "C", "C", "C", "C", "C", "N", "O", "O", "H", "H", "H", "H", "H", "C", "C", "C", "C", "C", "C", "N", "O", "O", "H", "H", "H", "H", "H", "C", "C", "C", "C", "C", "C", "N", "O", "O", "H", "H", "H", "H", "H", "C", "C", "C", "C", "C", "C", "N", "O", "O", "H", "H", "H", "H", "H", "C", "C", "C", "C", "C", "C", "N", "O", "O", "H", "H", "H", "H", "H", "C", "C", "C", "C", "C", "C", "N", "O", "O", "H", "H", "H", "H", "H", "C", "C", "C", "C", "C", "C", "N", "O", "O", "H", "H", "H", "H", "H"], "xyz": [[0.30, -9.25, -1.66], [0.17, -7.25, -1.64], [1.02, -6.66, -0.55], [0.89, -4.72, -0.85], [-0.87, -7.01, -1.43], [0.30, -6.84, -2.64], [2.06, -6.94, -0.65], [0.67, -6.80, 0.47], [-3.87, -1.59, 1.77], [-4.29, -1.36, -0.14], [-3.26, -0.47, -0.78], [-3.75, -0.37, -2.71], [-5.34, -1.11, -0.21], [-4.26, -2.38, -0.51], [-2.30, -0.96, -0.72], [-3.21, 0.53, -0.37], [4.62, 2.09, 2.43], [2.88, 1.59, 3.28], [3.04, 0.27, 4.03], [1.51, 0.19, 5.30], [2.10, 1.52, 2.53], [2.77, 2.43, 3.95], [3.95, 0.20, 4.60], [3.04, -0.53, 3.29], [-2.33, 0.21, 5.94], [-2.48, 0.31, 7.90], [-2.42, -1.06, 8.55], [-4.21, -1.80, 8.95], [-3.39, 0.85, 8.13], [-1.61, 0.87, 8.22], [-1.90, -0.94, 9.50], [-1.83, -1.79, 8.01], [4.15, 2.30, -1.62], [3.57, 3.21, -2.52], [4.31, 3.63, -3.61], [5.55, 3.05, -3.88], [6.08, 2.13, -2.99], [5.42, 1.85, -1.79], [6.36, 3.51, -5.00], [7.51, 3.15, -5.07], [5.81, 4.20, -5.83], [3.56, 2.06, -0.74], [2.64, 3.67, -2.24], [3.96, 4.44, -4.24], [7.07, 1.70, -3.11], [5.94, 1.19, -1.12], [-1.83, -5.04, 2.49], [-1.70, -6.30, 3.10], [-1.94, -7.45, 2.37], [-2.29, -7.30, 1.02], [-2.42, -6.09, 0.40], [-2.23, -4.93, 1.17], [-2.72, -8.53, 0.27], [-2.97, -8.39, -0.90], [-2.82, -9.54, 0.92], [-1.46, -4.19, 3.05], [-1.42, -6.30, 4.14], [-1.83, -8.44, 2.79], [-2.74, -6.05, -0.63], [-2.35, -3.97, 0.68], [-0.70, -1.10, 2.20], [-0.11, -1.68, 1.08], [0.50, -0.86, 0.15], [0.34, 0.52, 0.30], [-0.29, 1.07, 1.41], [-0.89, 0.26, 2.37], [0.97, 1.40, -0.70], [0.93, 2.60, -0.50], [1.52, 0.91, -1.65], [-1.16, -1.78, 2.90], [-0.16, -2.75, 0.91], [1.02, -1.31, -0.68], [-0.23, 2.15, 1.54], [-1.32, 0.67, 3.27], [0.93, -3.71, -5.91], [1.02, -2.92, -4.77], [0.07, -3.03, -3.78], [-0.97, -3.92, -3.97], [-1.12, -4.67, -5.14], [-0.09, -4.62, -6.08], [-1.92, -4.13, -2.87], [-2.16, -3.19, -2.13], [-2.47, -5.21, -2.81], [1.68, -3.56, -6.68], [1.91, -2.30, -4.77], [0.18, -2.51, -2.84], [-1.98, -5.28, -5.38], [-0.20, -5.21, -6.99], [0.37, -4.36, 6.65], [1.17, -5.43, 6.26], [1.68, -5.49, 4.97], [1.61, -4.36, 4.15], [0.95, -3.25, 4.64], [0.34, -3.21, 5.88], [2.21, -4.38, 2.82], [2.53, -3.31, 2.35], [2.28, -5.44, 2.25], [-0.30, -4.48, 7.49], [1.34, -6.25, 6.94], [2.04, -6.40, 4.52], [0.99, -2.32, 4.09], [-0.24, -2.33, 6.14], [-2.58, 3.39, -1.89], [-3.86, 3.49, -2.41], [-4.54, 4.69, -2.29], [-3.95, 5.72, -1.58], [-2.67, 5.65, -1.05], [-1.94, 4.48, -1.30], [-4.75, 6.92, -1.31], [-4.16, 7.90, -0.92], [-5.94, 6.89, -1.51], [-1.98, 2.49, -2.00], [-4.27, 2.68, -3.00], [-5.52, 4.83, -2.72], [-2.30, 6.48, -0.47], [-0.93, 4.46, -0.93], [4.45, 6.99, -1.27], [3.26, 7.70, -1.37], [2.13, 7.22, -0.73], [2.19, 6.09, 0.06], [3.37, 5.36, 0.17], [4.46, 5.79, -0.55], [0.97, 5.55, 0.70], [-0.09, 6.11, 0.48], [1.09, 4.59, 1.44], [5.30, 7.23, -1.88], [3.13, 8.56, -2.02], [1.20, 7.78, -0.78], [3.44, 4.50, 0.82], [5.42, 5.30, -0.48], [-4.00, 2.18, 2.04], [-4.60, 2.88, 1.01], [-5.62, 3.81, 1.26], [-6.05, 3.96, 2.56], [-5.41, 3.32, 3.62], [-4.43, 2.38, 3.35], [-7.19, 4.88, 2.82], [-7.78, 5.29, 1.86], [-7.40, 5.19, 3.97], [-3.33, 1.34, 1.92], [-4.22, 2.70, 0.01], [-6.01, 4.35, 0.41], [-5.62, 3.51, 4.66], [-3.99, 1.86, 4.19], [4.23, 0.10, -4.54], [3.03, 0.79, -4.45], [2.75, 1.79, -5.35], [3.64, 2.07, -6.37], [4.79, 1.34, -6.54], [5.11, 0.37, -5.57], [3.31, 3.08, -7.38], [4.21, 3.51, -8.05], [2.16, 3.44, -7.45], [4.44, -0.75, -3.90], [2.32, 0.58, -3.66], [1.85, 2.39, -5.22], [5.40, 1.36, -7.43], [6.01, -0.20, -5.70]], "mulliken_charge": [-0.1703, -0.4375, -0.4139, -0.0660, -0.1115, 0.4859, 0.5522, 0.2257, -0.1043, -0.6570, 0.3403, -0.1807, 0.5067, 0.3625, -0.1772, 0.0835, -0.1934, -0.3315, -0.5698, -0.1283, -0.0977, 0.4984, 0.5492, 0.3143, -0.0036, -0.6022, -0.1942, -0.1312, 0.4007, 0.3339, 0.3771, -0.0536, -0.0317, 0.2148, -0.4215, -0.4369, -0.2869, -1.2143, 1.2351, -0.6892, -0.6047, 0.2894, 0.2620, 0.6034, 0.5253, 0.5519, -0.3764, -0.6593, -0.6572, -0.0066, -0.6729, 0.1935, 1.1506, -0.5695, -0.6550, 0.4433, 0.4626, 0.5174, 0.6547, 0.1662, -1.4638, 0.3966, -0.1646, 0.2554, -0.1995, -0.9070, 0.9939, -0.1522, -0.6199, 0.8573, -0.5695, 0.5018, 0.3623, 0.3931, -0.5760, -0.7474, 0.2802, -0.1623, -0.6040, -0.5865, 1.0433, -0.3962, -0.6155, 0.4052, 0.4675, 0.6233, 0.4262, 0.4291, -0.2044, -0.9190, -0.4144, -0.7054, 1.0743, -0.0602, 1.1144, -0.5799, -0.6112, 0.4101, 0.3616, 0.4635, -0.1131, 0.1318, -0.2680, -0.6527, -0.3548, -0.2212, -0.5317, -0.1535, 1.0843, -0.6179, -0.6109, 0.5704, 0.3573, 0.4491, 0.6395, 0.2531, -0.5335, -0.5030, -0.4617, 0.0774, -0.3196, -0.1306, 0.9917, -0.5697, -0.5954, 0.4157, 0.3880, 0.4689, 0.3758, 0.3980, 0.4473, -0.4420, -0.2901, -0.3792, -0.5870, -0.2936, 1.0496, -0.6009, -0.6223, 0.0274, 0.2663, 0.6612, 0.4341, 0.2183, -0.8174, 0.1704, -0.1488, 0.0076, -0.8075, -0.6030, 1.0753, -0.5918, -0.6569, 0.4566, 0.4947, 0.6222, 0.4659, 0.4852], "charge": 0, "lumo_energy_ha": -0.048, "fmax_ev_per_a": 1.83, "homo_ev": -9.40, "homo_lumo_gap_ev": 8.11, "e_tot_ev": -675864.9847}

***

No. 2
{"formula": "C62H69IN3PY", "method": "ωB97M-V with the def2-TZVPD basis set", "elements": ["Y", "C", "C", "C", "C", "C", "H", "H", "H", "H", "H", "C", "N", "C", "C", "C", "C", "C", "C", "C", "C", "H", "H", "H", "H", "H", "H", "H", "H", "H", "H", "H", "H", "I", "C", "C", "C", "C", "C", "C", "C", "C", "C", "P", "C", "C", "C", "C", "C", "C", "C", "C", "C", "C", "C", "C", "C", "H", "H", "H", "H", "H", "H", "H", "H", "H", "H", "H", "H", "H", "H", "H", "H", "C", "C", "C", "C", "C", "C", "C", "C", "C", "C", "C", "C", "N", "C", "C", "N", "C", "C", "C", "C", "C", "C", "C", "C", "C", "C", "C", "C", "H", "H", "H", "H", "H", "H", "H", "H", "H", "H", "H", "H", "H", "H", "H", "H", "H", "H", "H", "H", "H", "H", "H", "H", "H", "H", "H", "H", "H", "H", "H", "H", "H", "H", "H", "H"], "xyz": [[0.64, 0.23, 0.65], [0.05, -3.36, -0.48], [1.17, -2.62, -0.06], [0.97, -2.28, 1.31], [-0.25, -2.85, 1.71], [-0.82, -3.51, 0.61], [-0.09, -3.78, -1.47], [2.08, -2.48, -0.62], [1.74, -1.91, 1.98], [-0.70, -2.77, 2.69], [-1.77, -4.01, 0.60], [-0.61, 2.89, -0.70], [-0.29, 2.95, 0.73], [0.52, 4.12, 1.04], [-1.54, 3.08, 1.48], [-2.29, 1.79, 1.67], [-3.50, 1.86, 2.36], [-4.26, 0.72, 2.56], [-3.80, -0.49, 2.06], [-2.56, -0.54, 1.42], [-1.74, 0.59, 1.21], [-1.12, 3.81, -1.04], [-1.28, 2.05, -0.88], [0.30, 2.75, -1.29], [-0.04, 5.05, 0.82], [1.44, 4.11, 0.48], [0.78, 4.11, 2.10], [-2.19, 3.82, 0.99], [-1.30, 3.50, 2.46], [-3.86, 2.82, 2.72], [-5.21, 0.77, 3.09], [-4.38, -1.40, 2.18], [-2.23, -1.51, 1.08], [-0.52, -0.94, -2.59], [-1.13, 0.11, -4.31], [-0.10, 0.31, -5.19], [-0.32, 0.74, -6.51], [-1.59, 0.88, -6.96], [-2.69, 0.67, -6.09], [-4.00, 0.76, -6.61], [-5.09, 0.57, -5.81], [-4.89, 0.38, -4.43], [-3.64, 0.32, -3.87], [-3.50, 0.50, -2.03], [-4.61, -0.83, -1.44], [-4.01, -2.06, -1.16], [-4.76, -3.14, -0.72], [-6.13, -3.00, -0.53], [-6.74, -1.78, -0.79], [-5.99, -0.71, -1.25], [-4.47, 2.03, -1.79], [-5.08, 2.25, -0.56], [-5.64, 3.49, -0.26], [-5.59, 4.52, -1.18], [-4.98, 4.31, -2.41], [-4.42, 3.08, -2.71], [-2.48, 0.36, -4.71], [0.92, 0.11, -4.87], [0.53, 0.91, -7.16], [-1.80, 1.14, -7.99], [-4.11, 0.97, -7.67], [-6.09, 0.62, -6.21], [-5.75, 0.34, -3.78], [-2.93, -2.16, -1.26], [-4.27, -4.07, -0.50], [-6.71, -3.84, -0.17], [-7.80, -1.66, -0.63], [-6.48, 0.24, -1.43], [-5.10, 1.47, 0.18], [-6.10, 3.64, 0.71], [-6.01, 5.49, -0.94], [-4.92, 5.12, -3.13], [-3.94, 2.94, -3.67], [0.12, 2.11, 4.28], [0.48, 0.74, 4.83], [-0.36, -0.38, 4.23], [1.95, 0.37, 4.71], [2.59, 0.00, 5.88], [3.89, -0.47, 5.90], [4.56, -0.61, 4.69], [3.95, -0.26, 3.49], [4.71, -0.55, 2.21], [6.04, 0.22, 2.15], [4.95, -2.06, 2.09], [2.65, 0.29, 3.48], [2.09, 0.76, 2.26], [2.81, 1.87, 1.76], [2.93, 2.16, 0.45], [2.40, 1.35, -0.55], [2.78, 1.54, -1.89], [3.16, 0.33, -2.57], [3.22, 0.24, -3.94], [3.00, 1.36, -4.73], [2.86, 2.56, -4.09], [2.82, 2.73, -2.70], [2.90, 4.26, -2.39], [1.58, 5.02, -2.41], [3.83, 4.78, -1.28], [3.76, -0.79, -1.74], [3.79, -2.15, -2.43], [5.17, -0.36, -1.35], [-0.96, 2.29, 4.41], [0.35, 2.18, 3.22], [0.67, 2.90, 4.81], [0.27, 0.75, 5.90], [-0.22, -0.44, 3.15], [-1.43, -0.24, 4.39], [-0.06, -1.35, 4.64], [2.04, 0.08, 6.81], [4.38, -0.74, 6.83], [5.56, -1.01, 4.67], [4.10, -0.23, 1.37], [6.69, -0.06, 2.98], [5.86, 1.29, 2.20], [6.56, 0.00, 1.22], [5.58, -2.43, 2.90], [5.46, -2.29, 1.15], [4.01, -2.61, 2.11], [3.26, 2.55, 2.49], [3.49, 3.04, 0.18], [3.48, -0.71, -4.41], [3.01, 1.30, -5.82], [2.79, 3.46, -4.70], [3.41, 4.61, -3.29], [0.98, 4.85, -1.52], [0.97, 4.74, -3.27], [1.78, 6.09, -2.47], [3.30, 4.97, -0.34], [4.24, 5.74, -1.60], [4.66, 4.11, -1.08], [3.18, -0.88, -0.83], [4.45, -2.14, -3.31], [2.80, -2.47, -2.75], [4.18, -2.90, -1.75], [5.77, -0.19, -2.25], [5.66, -1.13, -0.76], [5.15, 0.57, -0.78]], "mulliken_charge": [-1.5596, -0.7847, -0.1268, -0.7149, -1.1927, -0.2506, 0.5872, 0.5856, 0.6912, 0.3997, 0.6360, 0.8331, 1.6897, -1.2406, -2.2029, 1.4174, -1.0461, -1.3645, -0.5234, 0.3321, 1.0188, 0.5665, -0.7813, -1.0301, 0.4768, -0.0129, 0.1845, 0.6157, 0.7037, 0.5249, 0.2732, 0.3811, 0.0610, 0.0723, -0.5255, -0.2406, -0.8739, -0.9748, 0.8875, -0.7848, -1.0951, 0.0917, 0.7389, 1.0052, 1.0005, -0.3870, -0.3802, -0.7233, -0.8761, -0.1688, 0.5417, -1.0728, -0.8257, -0.7645, -0.6898, -1.0031, 0.3678, 0.3914, 0.4289, 0.3312, 0.3641, 0.4119, 0.3001, -0.0285, 0.4171, 0.3735, 0.4043, 0.3970, 0.5789, 0.4331, 0.3773, 0.4266, 0.3835, -1.1469, 0.2209, -1.0239, 1.1165, -1.0176, -1.5034, -0.0828, 0.5622, 2.4537, -1.9985, -1.3843, -1.4362, 2.6710, -0.3344, -0.7312, 1.5830, 0.2039, -0.0841, -0.3159, -1.2293, -0.8083, 0.2209, 0.6760, -1.4061, -2.0436, 3.2809, -2.0858, -1.7441, 0.5238, -0.1954, 0.4430, 0.7435, -0.1915, 0.4666, 0.5848, 0.3684, 0.3386, 0.3298, -1.5684, 0.4029, 0.3743, 0.4185, 0.3864, 0.3350, 0.2956, 0.0676, -0.1097, 0.1384, 0.4457, 0.3747, 0.6706, 0.1478, 0.2527, 0.4788, 0.3810, 0.5014, 0.2815, -2.3016, 0.6111, 0.3598, 0.3620, 0.4797, 0.5413, 0.1923], "charge": -1, "lumo_energy_ha": 0.075, "fmax_ev_per_a": 0.69, "homo_ev": -3.54, "homo_lumo_gap_ev": 5.60, "e_tot_ev": -88319.1103}